Entry 1:
{"formula": "C3H6N2O2S", "method": "wB97M-V/def2-TZVPD", "species": ["C", "C", "C", "H", "H", "H", "H", "H", "H", "N", "N", "O", "O", "S"], "coordinates": [[2.611, -0.718, -0.075], [1.130, -0.328, -0.061], [-1.812, -0.676, 0.539], [2.735, -1.681, -1.075], [2.905, -1.161, 1.149], [3.225, 0.444, -0.280], [-2.426, -1.303, 1.231], [-0.932, 1.328, -0.345], [1.372, 2.584, 0.325], [-2.466, 0.377, 0.196], [0.685, 0.909, -0.071], [-1.954, 1.352, -0.545], [1.749, 1.724, 0.334], [-0.271, -1.468, -0.163]], "e_above_lowest_kcal_mol": 181.2, "total_energy_ha": -775.85140, "max_force_ha_per_bohr": 0.093, "mol_weight_g_mol": 134.16, "e_lumo_ev": 0.36}

Entry 2:
{"formula": "C29H33B3F4O5", "method": "wB97M-V/def2-TZVPD", "species": ["C", "C", "O", "C", "C", "O", "B", "O", "B", "O", "B", "C", "O", "H", "H", "H", "H", "H", "H", "H", "H", "H", "H", "H", "H", "H", "F", "C", "C", "C", "C", "C", "C", "H", "H", "H", "H", "H", "F", "C", "C", "C", "C", "C", "C", "H", "H", "H", "H", "H", "F", "C", "C", "C", "C", "C", "C", "H", "H", "H", "H", "H", "F", "C", "C", "C", "C", "C", "C", "H", "H", "H", "H", "H"], "coordinates": [[1.814, 0.347, 2.133], [2.205, -1.162, 2.315], [1.972, -1.900, 1.118], [2.159, -3.307, 1.360], [3.251, -3.812, 0.361], [4.257, -4.639, 0.951], [5.152, -3.901, 1.727], [4.821, -3.512, 3.060], [5.745, -2.574, 3.565], [6.295, -1.528, 2.761], [6.423, -2.070, 1.463], [6.491, -1.174, 0.126], [6.446, -3.498, 1.287], [0.934, 0.454, 1.469], [2.692, 0.904, 1.769], [1.489, 0.745, 3.117], [1.627, -1.547, 3.176], [3.294, -1.177, 2.537], [1.212, -3.871, 1.228], [2.447, -3.412, 2.422], [2.726, -4.439, -0.391], [3.667, -2.961, -0.224], [6.046, -2.635, 4.713], [5.810, -0.305, 0.200], [6.081, -1.822, -0.680], [7.521, -0.884, -0.147], [0.634, 2.977, 0.397], [0.476, 2.452, -0.830], [1.565, 2.374, -1.680], [1.401, 1.826, -2.945], [0.151, 1.372, -3.350], [-0.935, 1.460, -2.488], [-0.772, 1.998, -1.218], [2.529, 2.740, -1.349], [2.248, 1.754, -3.616], [0.025, 0.949, -4.340], [-1.909, 1.110, -2.806], [-1.605, 2.067, -0.530], [3.515, -1.834, 6.484], [4.250, -2.436, 7.437], [4.565, -1.741, 8.592], [5.321, -2.365, 9.576], [5.761, -3.671, 9.391], [5.441, -4.355, 8.225], [4.677, -3.738, 7.244], [4.220, -0.722, 8.714], [5.567, -1.833, 10.486], [6.353, -4.154, 10.158], [5.787, -5.371, 8.080], [4.413, -4.260, 6.333], [-1.754, 1.759, -6.861], [-2.835, 2.349, -6.317], [-2.673, 3.191, -5.232], [-3.788, 3.802, -4.674], [-5.052, 3.557, -5.201], [-5.200, 2.705, -6.289], [-4.085, 2.100, -6.856], [-1.682, 3.363, -4.831], [-3.672, 4.469, -3.829], [-5.916, 4.030, -4.765], [-6.184, 2.511, -6.696], [-4.180, 1.440, -7.708], [-7.411, 3.371, -3.404], [-8.673, 3.012, -3.707], [-8.962, 1.676, -3.919], [-10.264, 1.305, -4.227], [-11.257, 2.273, -4.328], [-10.950, 3.612, -4.116], [-9.651, 3.985, -3.798], [-8.173, 0.938, -3.844], [-10.505, 0.262, -4.388], [-12.271, 1.982, -4.572], [-11.723, 4.365, -4.199], [-9.395, 5.022, -3.622]], "e_above_lowest_kcal_mol": 21.5, "total_energy_ha": -1975.32372, "max_force_ha_per_bohr": 0.057, "mol_weight_g_mol": 570.01, "e_lumo_ev": 0.61}

Entry 3:
{"formula": "C35H40BF32N2O7", "method": "wB97M-V/def2-TZVPD", "species": ["C", "C", "C", "N", "C", "B", "N", "O", "C", "C", "C", "O", "O", "C", "C", "C", "C", "C", "C", "C", "C", "H", "H", "H", "H", "H", "H", "H", "H", "H", "H", "H", "H", "H", "H", "H", "H", "H", "H", "H", "H", "H", "H", "H", "H", "C", "C", "C", "F", "F", "F", "F", "O", "C", "C", "F", "F", "F", "F", "H", "H", "H", "H", "C", "C", "C", "F", "F", "F", "F", "O", "C", "C", "F", "F", "F", "F", "H", "H", "H", "H", "C", "C", "C", "F", "F", "F", "F", "O", "C", "C", "F", "F", "F", "F", "H", "H", "H", "H", "C", "C", "C", "F", "F", "F", "F", "O", "C", "C", "F", "F", "F", "F", "H", "H", "H", "H"], "coordinates": [[6.847, -5.327, 2.257], [6.620, -4.581, 1.045], [5.126, -4.143, 0.742], [4.299, -4.868, -0.183], [2.909, -4.511, -0.502], [2.174, -5.438, -1.616], [0.898, -6.171, -1.448], [2.885, -5.585, -2.889], [2.258, -3.275, 0.208], [3.079, -2.430, 1.229], [2.507, -1.149, 2.015], [2.006, -1.402, 3.154], [2.587, 0.170, 1.527], [1.652, 1.064, 2.192], [0.132, 0.687, 1.783], [0.068, 0.733, 0.169], [4.563, -2.878, 1.473], [5.575, -2.086, 2.462], [6.593, -1.282, 1.460], [8.144, -1.652, 1.709], [6.378, 0.331, 1.539], [7.496, -6.263, 2.215], [6.443, -5.006, 3.274], [7.539, -4.328, 0.421], [4.715, -5.691, -0.666], [0.257, -6.052, -2.243], [0.444, -5.996, -0.541], [2.203, -5.389, -3.573], [1.178, -2.966, -0.029], [1.806, 1.136, 3.334], [1.824, 2.141, 1.804], [-0.651, 1.392, 2.223], [-0.123, -0.374, 2.140], [-0.903, 1.245, -0.176], [0.935, 1.366, -0.263], [0.160, -0.338, -0.230], [6.125, -2.820, 3.146], [4.973, -1.293, 3.028], [6.357, -1.570, 0.365], [8.636, -2.077, 0.755], [8.203, -2.500, 2.491], [8.736, -0.744, 2.095], [5.716, 0.651, 0.649], [7.406, 0.843, 1.420], [5.861, 0.641, 2.513], [-3.557, 4.937, -0.102], [-2.283, 4.350, 0.541], [-1.178, 5.357, 0.857], [-0.706, 5.967, -0.246], [-0.115, 4.727, 1.427], [-1.818, 3.342, -0.237], [-2.664, 3.769, 1.718], [-3.672, 4.820, -1.525], [-3.060, 5.826, -2.307], [-1.948, 5.276, -3.205], [-0.963, 4.699, -2.480], [-1.371, 6.271, -3.923], [-2.645, 6.830, -1.511], [-4.044, 6.345, -3.078], [-4.390, 4.339, 0.279], [-3.769, 5.953, 0.242], [-1.525, 6.121, 1.557], [-2.340, 4.528, -3.899], [-3.130, -3.528, 0.212], [-2.639, -2.097, -0.093], [-3.587, -0.968, 0.316], [-4.766, -1.023, -0.328], [-3.045, 0.238, 0.010], [-2.314, -2.012, -1.406], [-1.467, -1.926, 0.594], [-3.722, -4.253, -0.873], [-5.102, -4.050, -1.104], [-5.384, -3.435, -2.478], [-4.789, -2.229, -2.614], [-6.713, -3.236, -2.653], [-5.630, -3.337, -0.092], [-5.672, -5.273, -1.034], [-2.234, -4.108, 0.456], [-3.742, -3.576, 1.117], [-3.778, -0.982, 1.393], [-5.021, -4.084, -3.279], [6.011, 3.783, -3.224], [5.727, 2.971, -1.943], [5.144, 3.760, -0.771], [5.974, 4.725, -0.337], [4.929, 2.937, 0.290], [6.855, 2.314, -1.576], [4.823, 2.001, -2.280], [7.363, 4.207, -3.432], [7.761, 5.419, -2.821], [8.879, 5.219, -1.793], [8.494, 4.391, -0.795], [9.217, 6.396, -1.214], [6.683, 6.044, -2.310], [8.208, 6.209, -3.823], [5.816, 3.104, -4.060], [5.301, 4.602, -3.365], [4.187, 4.216, -1.036], [9.769, 4.792, -2.261], [-11.169, -0.810, 0.552], [-11.371, -2.094, 1.384], [-11.034, -1.984, 2.870], [-9.738, -1.687, 3.085], [-11.260, -3.168, 3.494], [-10.686, -3.109, 0.802], [-12.691, -2.428, 1.283], [-9.953, -0.713, -0.200], [-8.817, -0.211, 0.472], [-7.684, -1.238, 0.558], [-8.069, -2.347, 1.226], [-6.619, -0.729, 1.227], [-9.178, 0.274, 1.676], [-8.401, 0.857, -0.249], [-11.952, -0.821, -0.213], [-11.364, 0.097, 1.131], [-11.652, -1.227, 3.361], [-7.356, -1.542, -0.439]], "total_energy_ha": -5214.01231, "total_charge": 1, "max_force_ha_per_bohr": 0.100, "mol_weight_g_mol": 1219.46, "e_lumo_ev": -4.34}

Entry 4:
{"formula": "C28H43BrGeI2N3O5Si3Ti", "method": "wB97M-V/def2-TZVPD", "species": ["Ti", "O", "N", "N", "O", "C", "C", "C", "C", "C", "C", "H", "H", "H", "H", "H", "C", "Si", "C", "C", "Ge", "Si", "C", "C", "C", "Si", "C", "C", "C", "H", "H", "H", "H", "H", "H", "H", "H", "H", "H", "H", "H", "H", "H", "H", "H", "H", "H", "H", "H", "H", "H", "H", "H", "H", "H", "H", "O", "H", "H", "Br", "C", "C", "C", "C", "C", "C", "C", "O", "O", "H", "H", "H", "H", "I", "I", "N", "C", "C", "C", "C", "C", "C", "H", "H", "H", "H", "H"], "coordinates": [[-0.082, -0.751, 0.684], [-0.885, -2.275, -0.042], [-0.499, -3.520, 0.272], [0.600, -3.392, 1.024], [1.116, -2.150, 1.206], [1.128, -4.439, 1.746], [0.565, -5.720, 1.647], [1.125, -6.765, 2.360], [2.234, -6.566, 3.174], [2.779, -5.290, 3.268], [2.244, -4.227, 2.565], [-0.302, -5.868, 1.019], [0.683, -7.752, 2.281], [2.663, -7.390, 3.730], [3.638, -5.115, 3.905], [2.658, -3.231, 2.640], [-2.447, -0.996, -5.349], [-1.055, -1.081, -4.065], [0.480, -0.571, -5.039], [-1.012, -2.899, -3.547], [-1.417, 0.389, -2.183], [-3.608, -0.067, -1.266], [-4.743, -0.407, -2.744], [-3.819, -1.591, -0.194], [-4.366, 1.424, -0.403], [-1.491, 2.648, -3.040], [-2.596, 2.647, -4.575], [0.193, 3.263, -3.597], [-2.208, 3.907, -1.851], [-2.138, -1.618, -6.197], [-2.632, 0.009, -5.727], [-3.389, -1.392, -4.975], [0.871, -1.420, -5.608], [1.284, -0.193, -4.409], [0.210, 0.214, -5.751], [-0.162, -3.425, -3.989], [-1.928, -3.385, -3.894], [-0.965, -3.029, -2.466], [-4.565, -1.408, -3.139], [-4.618, 0.304, -3.563], [-5.784, -0.361, -2.411], [-3.457, -2.487, -0.700], [-4.890, -1.708, 0.006], [-3.296, -1.541, 0.760], [-4.741, 2.153, -1.125], [-3.643, 1.913, 0.245], [-5.210, 1.094, 0.211], [-2.159, 2.074, -5.393], [-2.704, 3.682, -4.914], [-3.597, 2.257, -4.380], [0.625, 2.632, -4.376], [0.878, 3.286, -2.751], [0.105, 4.283, -3.985], [-3.169, 3.597, -1.441], [-2.350, 4.859, -2.373], [-1.515, 4.047, -1.020], [0.503, 3.095, -0.217], [1.134, 3.258, 0.494], [0.458, 2.125, -0.224], [-5.655, 2.635, 6.356], [-4.470, 1.844, 5.094], [-4.087, 0.525, 5.268], [-3.229, -0.048, 4.343], [-2.780, 0.694, 3.258], [-3.158, 2.022, 3.111], [-4.010, 2.608, 4.035], [-1.877, 0.058, 2.254], [-1.366, -1.062, 2.482], [-1.631, 0.668, 1.168], [-4.449, -0.041, 6.116], [-2.897, -1.072, 4.449], [-2.760, 2.594, 2.284], [-4.307, 3.643, 3.938], [1.767, 0.711, 2.015], [4.876, 3.404, 5.059], [0.063, 0.117, -1.012], [1.303, -0.203, -1.653], [2.224, 0.800, -1.958], [3.420, 0.490, -2.589], [3.732, -0.824, -2.911], [2.839, -1.831, -2.580], [1.637, -1.526, -1.960], [2.010, 1.821, -1.676], [4.119, 1.287, -2.812], [4.671, -1.059, -3.397], [3.075, -2.866, -2.798], [0.956, -2.319, -1.684]], "multiplicity": 2, "e_above_lowest_kcal_mol": 22.1, "total_energy_ha": -8597.79067, "total_charge": -2, "max_force_ha_per_bohr": 0.015, "mol_weight_g_mol": 1040.12, "e_lumo_ev": [3.38, 3.38]}